[1]
The following is a quantum chemistry calculation of a cluster of 4 separate species, C20H52O8P in total, from OMol25.

CARTESIAN COORDINATES (ANGSTROEM)
P1 1.9461 -3.6399 -1.8609
O1 -2.9026 3.3883 1.8245
O2 2.9549 2.7367 0.9682
O3 3.6373 -4.0003 -2.2538
O4 2.1568 -1.9632 -2.3965
O5 1.5504 1.8944 -1.4974
O6 -6.0236 -0.7946 1.8719
O7 -3.6119 5.5428 3.6850
O8 -3.3646 -1.1426 0.6653
C1 1.2145 1.4674 -0.1928
C2 -0.8378 -4.1038 -2.2920
C3 1.5599 2.5168 0.8410
C4 -5.4393 -2.0402 1.5236
C5 -2.8853 0.0734 1.1996
C6 -3.9448 3.7581 0.9459
C7 -0.7387 -1.0677 -2.0507
C8 2.7047 1.2409 -2.0196
C9 0.1183 -3.4352 -1.3129
C10 7.3477 -1.7747 -1.1260
C11 -3.9288 -2.0147 1.6198
C12 7.1838 -3.0724 -1.9150
C13 -2.3257 4.9548 3.5807
C14 -4.5830 4.6836 4.2485
C15 5.9190 -3.8377 -1.5345
C16 3.4273 3.8219 0.2008
C17 -2.0395 4.4516 2.1823
C18 -6.3348 0.0153 0.7571
C19 4.6264 -3.0942 -1.8910
C20 -0.3132 -2.0168 -0.9137
H1 -6.6729 0.9761 1.1445
H2 1.9129 -1.9281 -3.3321
H3 1.6044 -3.9933 -3.2286
H4 -2.5839 0.6971 0.3594
H5 -4.3669 4.4835 5.3042
H6 2.3786 -3.1662 -0.5536
H7 -0.8045 -3.6389 -3.2822
H8 0.5266 -1.5700 -0.3715
H9 8.2728 -1.2516 -1.3844
H10 -4.6393 3.7306 3.7164
H11 2.8635 1.6487 -3.0178
H12 -0.5742 -1.5140 -3.0328
H13 1.0585 3.4570 0.5768
H14 -0.5603 -5.1536 -2.4298
H15 4.8323 -2.3749 -2.7084
H16 6.5131 -1.0949 -1.3157
H17 -1.0117 4.0826 2.1419
H18 7.1445 -2.8377 -2.9856
H19 1.7129 0.5220 0.0443
H20 -5.5421 5.1942 4.1772
H21 -1.8056 -0.8251 -1.9824
H22 5.8919 -4.8045 -2.0445
H23 -0.1792 -0.1308 -2.0364
H24 -5.8337 -2.7933 2.2118
H25 -4.5143 4.6098 1.3296
H26 -2.1319 5.2767 1.4672
H27 -5.4670 0.1685 0.1110
H28 2.5368 0.1621 -2.0844
H29 3.0372 4.7750 0.5819
H30 -3.6296 -1.7244 2.6335
H31 -3.5429 -3.0215 1.4286
H32 1.8433 -5.0274 -1.4406
H33 -2.0101 -0.0935 1.8378
H34 4.5130 3.8279 0.2875
H35 3.5885 1.4398 -1.4040
H36 -3.5539 4.0100 -0.0461
H37 1.1883 2.1939 1.8188
H38 -1.8815 -4.0704 -1.9491
H39 3.1498 3.7252 -0.8517
H40 5.9459 -4.0490 -0.4572
H41 -1.5862 5.7157 3.8457
H42 -4.6029 2.8951 0.8525
H43 -7.1421 -0.4267 0.1609
H44 7.3634 -1.9751 -0.0503
H45 8.0695 -3.7008 -1.7641
H46 -1.1446 -2.0849 -0.1998
H47 4.2857 -2.4824 -1.0395
H48 -5.7299 -2.3229 0.5052
H49 0.1337 1.2877 -0.1581
H50 -3.6526 0.5940 1.7811
H51 0.0952 -4.0272 -0.3871
H52 -2.2292 4.1256 4.2907

The calculation puts the energy at -1736.350207 Eh. The molecular weight comes out at 451.6 Da. As for the net charge: -1. As for the HOMO energy: -4.4 eV. Its LUMO energy is 2.2 eV.



[2]
The following is a quantum chemistry calculation of a structure of composition C20H53CaCl2F9GaKN3O7PS2, from OMol25.

CARTESIAN COORDINATES (ANGSTROEM)
Ga1 -1.3692 -3.1523 3.2715
Ca1 3.1382 -5.9877 2.1174
K1 3.1414 -3.2210 -4.0926
Cl1 -2.3645 1.3878 -0.9627
Cl2 -3.6433 -0.0986 4.2305
S1 -1.1906 -0.8074 2.6055
S2 -6.8452 1.6549 6.1333
P1 7.6731 -2.6493 -2.5276
F1 -2.2759 -2.1787 5.7864
F2 8.5214 -3.0701 -3.8856
F3 8.4852 -1.2223 -2.6450
F4 -3.8770 -3.2481 4.7830
F5 6.3810 -1.5617 -2.5679
F6 6.9696 -3.1924 -1.1449
F7 -2.2048 -4.3073 5.7343
F8 8.9961 -3.1778 -1.7049
F9 6.5849 -3.6619 -3.2847
O1 8.4837 1.6180 -2.8745
O2 -1.9188 0.2771 3.5350
O3 0.2322 -0.5334 2.4911
O4 -6.2743 0.3550 5.8841
O5 -1.2757 4.5563 -3.0905
O6 -6.9074 2.2116 7.4585
O7 0.2381 -1.7951 -1.7576
N1 0.4165 4.9308 -1.2514
N2 1.0979 -4.4778 2.6415
N3 4.6682 0.5691 -5.6478
C1 0.8619 5.4010 -2.6200
C2 -6.9297 2.7916 3.7707
C3 -1.9310 -0.4332 1.0076
C4 0.9304 -2.9913 -3.6043
C5 -2.5407 -3.2412 4.9608
C6 9.4775 3.5631 -1.8049
C7 -8.4761 1.7195 5.3769
C8 0.5236 -3.7013 3.7796
C9 -6.0709 2.8325 5.0305
C10 0.6514 6.9015 -2.7261
C11 -0.0589 -0.6971 -3.8022
C12 -2.2345 5.3931 -3.7354
C13 0.8173 -1.6095 -2.9194
C14 -3.1276 -5.1939 1.8733
C15 9.4520 2.0491 -1.9231
C16 -2.9171 -6.0137 3.1535
C17 -2.9899 -6.1849 0.6786
C18 -8.3860 2.7639 4.2565
C19 -2.0822 -4.0882 1.6374
C20 0.0264 4.5752 -3.5940
H1 -5.0359 2.5450 4.8590
H2 -8.6585 3.7469 4.6463
H3 10.4343 1.6714 -2.2216
H4 -2.7433 -5.6279 -0.2242
H5 2.0025 -4.7848 2.9656
H6 -1.2220 -4.5606 1.1553
H7 -1.8769 -6.0647 3.4711
H8 -9.0768 2.5306 3.4477
H9 3.7830 0.4677 -5.1315
H10 -9.2063 1.9920 6.1342
H11 -1.2025 -0.6422 0.2250
H12 4.6803 1.4698 -6.1296
H13 4.7538 -0.1853 -6.3323
H14 9.1854 1.5947 -0.9717
H15 -2.0137 5.5203 -4.7963
H16 0.8144 7.2349 -3.7488
H17 -3.2044 4.9139 -3.6291
H18 0.0937 4.9142 -4.6292
H19 9.7255 4.0222 -2.7661
H20 -0.0396 -3.4660 -3.7283
H21 8.7190 2.0009 -3.7243
H22 -1.0568 -1.1129 -3.9331
H23 -3.8635 -6.8255 0.5643
H24 0.3886 -0.5672 -4.8125
H25 -8.7004 0.7291 4.9858
H26 -3.2877 -7.0263 2.9830
H27 -2.4580 -3.3622 0.9144
H28 0.7345 3.9775 -1.0477
H29 -2.1291 -6.8185 0.9095
H30 -3.5555 -5.6081 3.9361
H31 -6.1157 3.8104 5.5090
H32 1.3541 7.4383 -2.0862
H33 1.2422 -3.8627 1.8420
H34 -4.1418 -4.8016 1.7876
H35 1.5692 -3.6673 -3.0196
H36 -6.7124 1.8853 3.2015
H37 0.4502 -4.3355 4.6578
H38 -2.8420 -1.0005 0.8429
H39 -0.6176 4.8761 -1.2709
H40 0.3947 3.5430 -3.5674
H41 1.1453 -2.8209 3.9381
H42 0.7111 5.5452 -0.4947
H43 -2.1225 0.6604 0.9979
H44 5.4565 0.5197 -4.9853
H45 -2.2807 6.3692 -3.2458
H46 1.8830 -1.1432 -2.9529
H47 -0.3548 7.1941 -2.4254
H48 1.3781 -2.8819 -4.6101
H49 10.2120 3.8875 -1.0665
H50 -6.7336 3.6475 3.1271
H51 -0.1554 0.2912 -3.3524
H52 1.9239 5.1746 -2.7167
H53 8.4957 3.9379 -1.5111

The calculation puts the energy at -7643.590689 Eh. The molecular weight comes out at 933.6 Da. As for the HOMO energy: -4.2 eV. Its LUMO energy is -2.7 eV.



[3]
The following is a quantum chemistry calculation of a cluster of 3 separate species, C20H54BIN12O6P3 in total, from OMol25.

CARTESIAN COORDINATES (ANGSTROEM)
I1 -3.1526 -1.2458 6.0773
P1 1.6852 -3.9017 3.6335
P2 0.6337 2.1534 -6.8432
P3 -0.1192 -0.2544 1.1854
O1 -2.8857 2.3027 7.0822
O2 -2.5381 2.1572 -2.1034
O3 -1.1707 4.0575 4.0848
O4 0.0515 5.7527 3.5702
O5 0.9309 3.5986 -6.9504
O6 0.5043 -3.0758 3.2407
N1 2.1969 1.4647 -6.8146
N2 -0.0582 0.8003 -7.6195
N3 2.6467 -4.6192 4.8548
N4 1.3529 -0.0219 0.7738
N5 -1.7793 -0.1223 3.6734
N6 -1.0354 5.3887 3.4918
N7 2.9501 -3.1840 2.7515
N8 -0.1311 2.0017 -5.3283
N9 1.2420 -5.4171 2.9809
N10 -0.8930 1.1520 1.9177
N11 -2.2339 2.0368 3.7269
N12 -2.7943 1.4342 4.8306
C1 3.2312 -3.6125 5.7763
C2 1.9429 -5.6021 5.7146
C3 -2.5003 0.1457 4.7398
C4 -0.1495 -5.5696 2.5727
C5 -2.3450 3.4478 3.5430
C6 -1.5329 2.6844 -1.2669
C7 0.5781 0.4281 -8.9047
C8 -1.9284 2.6694 0.2204
C9 3.2998 2.3546 -7.1628
C10 -1.5972 1.0398 3.0457
C11 -1.2076 2.9504 -5.0717
C12 4.2247 -3.8053 2.4383
C13 -0.3138 0.7682 -4.5885
C14 -5.1381 2.2771 5.8259
C15 -1.5004 0.9951 -7.9031
C16 -3.6603 3.0083 -2.1996
C17 3.0898 -1.7376 2.8935
C18 2.6107 0.4778 -5.8377
C19 2.1203 -6.1982 2.1292
C20 -0.7214 2.3918 1.1514
B1 -3.6076 2.0460 5.9869
H1 -0.2544 -1.3131 2.0911
H2 3.8141 -4.1176 6.5441
H3 -1.2821 3.6986 -1.6063
H4 4.7188 -3.2125 1.6667
H5 -5.3684 3.2369 5.3538
H6 1.6804 -7.1826 1.9577
H7 -3.4047 3.9769 -2.6460
H8 -0.4913 3.2365 1.7973
H9 3.5997 -1.4488 3.8239
H10 -0.6411 2.0718 -1.4259
H11 2.1183 -1.2526 2.8783
H12 -1.0943 0.1122 -5.0005
H13 1.6008 0.1017 -8.7487
H14 -1.6919 1.8744 -8.5255
H15 -5.5980 1.4985 5.2124
H16 -0.9798 -0.5270 0.1046
H17 4.9117 -3.8697 3.2934
H18 2.4690 -3.0009 6.2685
H19 -2.6751 1.8807 0.3445
H20 2.6327 -5.9522 6.4820
H21 3.0368 2.9915 -8.0020
H22 -2.4257 3.7110 2.4911
H23 4.1100 -4.7985 2.0234
H24 -4.1529 3.1790 -1.2359
H25 -3.3942 2.7840 7.7488
H26 3.6589 -1.3315 2.0577
H27 1.9399 -0.3819 -5.8375
H28 -4.3803 2.5201 -2.8544
H29 -3.2208 3.8499 4.0552
H30 0.6014 0.1946 -4.5111
H31 -0.9389 3.9439 -5.4278
H32 -2.0657 1.0992 -6.9779
H33 1.7551 0.8794 0.9902
H34 -0.8212 -5.1146 3.2954
H35 3.5932 0.0852 -6.1086
H36 -5.6345 2.2356 6.7976
H37 2.2870 -5.7278 1.1525
H38 2.6820 0.8904 -4.8226
H39 -1.8922 0.1189 -8.4170
H40 -0.3541 -5.1255 1.5908
H41 1.6312 -6.4664 5.1382
H42 -2.3883 3.6309 0.4637
H43 3.6034 2.9991 -6.3294
H44 0.5793 1.2506 -9.6260
H45 -0.6066 1.0127 -3.5657
H46 1.0648 -5.1748 6.2081
H47 -0.3938 -6.6334 2.5289
H48 3.9128 -2.9511 5.2445
H49 -1.4019 3.0317 -4.0040
H50 0.0294 -0.4088 -9.3367
H51 0.1379 2.2437 0.4979
H52 -2.1511 2.6651 -5.5587
H53 4.1594 1.7530 -7.4679
H54 3.0779 -6.3838 2.6153

The calculation puts the energy at -3249.276920 Eh. The molecular weight comes out at 789.4 Da. As for the net charge: +1. As for the HOMO energy: -9.7 eV. Its LUMO energy is -3.3 eV.



[4]
The following is a quantum chemistry calculation of a cluster of 6 separate species, C20H56N6O8 in total, from OMol25.

CARTESIAN COORDINATES (ANGSTROEM)
O1 1.8321 -4.5981 2.0902
O2 0.2024 -1.1070 -0.7385
O3 2.4638 -0.9021 5.4507
O4 -4.3160 -2.7607 -1.8964
O5 -0.3218 -0.7241 1.3041
O6 0.6037 3.3800 -3.0672
O7 -1.3325 0.2497 -0.3882
O8 -3.5052 4.3755 0.9380
N1 1.9709 0.7090 2.0852
N2 -1.3195 -1.2585 -3.4307
N3 -2.1335 2.6091 -1.9740
N4 -0.3996 -0.4066 0.1049
N5 2.4303 1.0798 -1.0256
N6 2.6665 -3.1665 -1.2025
C1 -3.1980 -1.9400 -2.0149
C2 2.7512 0.2019 3.2190
C3 2.7049 3.5153 -0.9497
C4 -2.3246 -2.3495 -3.1656
C5 -5.2201 -2.5094 -0.8415
C6 3.4560 -5.2451 -0.3511
C7 -2.9352 5.0791 -1.7687
C8 -1.7281 -3.6043 -3.0851
C9 0.1937 3.8016 -4.3919
C10 1.7831 2.3413 -1.3857
C11 1.4735 -1.3844 6.3449
C12 1.6289 -4.2362 3.3525
C13 1.8109 -0.1519 4.3625
C14 -3.3356 3.3202 0.0044
C15 2.4384 -4.1681 -0.2257
C16 3.8283 1.1664 3.7267
C17 2.2088 -3.6602 1.1522
C18 -4.5372 4.1500 1.9043
C19 -2.3052 3.7546 -1.0155
C20 1.4383 2.3149 -2.9316
H1 2.6547 1.0822 0.0054
H2 2.9210 3.6132 0.0437
H3 -2.4233 -2.0285 -1.0298
H4 1.5767 1.5392 2.3900
H5 0.8615 2.4256 -0.9215
H6 0.9043 -3.2991 3.3438
H7 1.5164 -4.5911 -0.5739
H8 -4.7117 -2.6624 0.0537
H9 -3.7995 4.9687 -2.4610
H10 -2.1196 5.3551 -2.4581
H11 1.2028 0.0401 1.9949
H12 2.3882 2.4541 -3.7789
H13 1.0166 -4.8993 4.0927
H14 1.4736 0.4174 -0.9937
H15 -0.0896 3.0450 -5.1439
H16 -4.3907 4.9832 2.5043
H17 1.8765 -2.5613 -1.2003
H18 3.3033 -0.6852 3.0137
H19 1.0382 -0.8022 7.0412
H20 2.6181 -3.7881 3.8095
H21 4.4534 -5.0586 0.1073
H22 0.8698 1.4028 -3.2831
H23 -3.2075 5.8193 -1.0118
H24 -1.8562 1.6691 -1.5061
H25 0.5914 -1.9350 5.8635
H26 1.1225 4.0229 -4.9403
H27 -2.5189 -4.3756 -3.0208
H28 -4.3091 3.4584 2.6192
H29 -4.2981 3.1067 -0.5677
H30 -1.3699 4.1013 -0.4864
H31 -0.8778 -0.9637 -2.6462
H32 3.6380 3.4446 -1.5485
H33 3.6801 -5.6947 -1.3006
H34 1.7498 -2.1233 6.9203
H35 3.3495 -2.3393 -0.6693
H36 -3.1004 2.3828 0.6018
H37 -2.8473 -2.4511 -4.2615
H38 1.0200 -0.6712 3.8174
H39 -1.4097 -3.6910 -1.9756
H40 -3.6190 -0.9348 -2.1349
H41 1.2736 0.7664 4.8709
H42 3.0912 -6.1893 0.0816
H43 -0.3846 4.6811 -4.3976
H44 -5.5172 4.1933 1.8621
H45 -1.6225 -0.3607 -3.7704
H46 4.6045 0.7363 4.4355
H47 1.4719 -3.0608 1.2136
H48 -1.2670 2.9572 -2.4543
H49 4.4488 1.6349 3.0302
H50 -0.9388 -3.8577 -3.8396
H51 3.1790 2.0331 4.3099
H52 -5.4554 -1.6849 -1.0163
H53 2.4329 4.3940 -1.1612
H54 -5.8496 -3.1932 -1.0807
H55 -0.4486 -1.5661 -4.0762
H56 3.1301 -3.1351 1.4947

The calculation puts the energy at -1725.416558 Eh. The value obtained for the energy above the lowest of the compared OMol25 structures with the same formula, charge and spin is 0.000 eV. The molecular weight comes out at 508.7 Da. As for the HOMO energy: -8.6 eV. Its LUMO energy is -0.5 eV.



[5]
The following is a quantum chemistry calculation of a cluster of 8 separate species, C20H56O8 in total, from OMol25.

CARTESIAN COORDINATES (ANGSTROEM)
O1 -10.7097 -5.8727 -2.0108
O2 -13.2754 -9.6681 -5.2153
O3 -5.3048 -6.4074 -3.7600
O4 -10.0465 -6.6060 1.0816
O5 -8.0765 -7.3094 -3.0894
O6 -6.1644 -8.2654 4.6295
O7 -2.9711 -7.9551 -2.6851
O8 -4.6513 -14.1281 -1.4281
C1 -5.9361 -12.1640 -0.9278
C2 -10.9650 -7.6568 0.8009
C3 -10.8164 -8.1993 -0.6340
C4 -8.0372 -8.2093 -1.9997
C5 -11.4927 -8.9021 -3.8786
C6 -12.3917 -7.2094 1.1190
C7 -1.4931 -9.7244 -1.9392
C8 -3.6165 -9.0461 -0.6953
C9 -5.1699 -7.5071 -5.9142
C10 -7.6846 -9.5949 -2.5702
C11 -4.8454 -13.1037 -0.4538
C12 -2.9408 -9.2347 -2.0363
C13 -5.1603 -6.1804 -5.1593
C14 -5.9859 -8.7496 3.2813
C15 -11.8012 -8.0674 -6.2234
C16 -4.7862 -7.9960 2.7346
C17 -11.8861 -9.2719 -5.2937
C18 -7.2370 -8.4788 2.4844
C19 -7.0013 -7.7989 -0.9487
C20 -6.2952 -5.2510 -5.5806
H1 -3.7877 -14.5337 -1.3378
H2 -5.2060 -7.4289 -6.9993
H3 -10.9914 -5.6472 -2.9033
H4 -1.4624 -10.4747 -1.1395
H5 -12.1066 -8.3320 -7.2388
H6 -4.2028 -7.9646 -5.6670
H7 -3.5024 -9.9797 -2.6132
H8 -8.2827 -9.9160 -3.4236
H9 -12.7133 -6.2777 0.6527
H10 -3.8114 -10.0026 -0.2049
H11 -10.7189 -7.3918 -1.3628
H12 -10.5667 -8.3244 -3.8361
H13 -5.0894 -13.5127 0.5319
H14 -8.9695 -8.2944 -1.4350
H15 -1.1893 -10.2390 -2.8512
H16 -7.1429 -8.8236 1.4484
H17 -5.7640 -9.8242 3.3077
H18 -9.9422 -8.8454 -0.7003
H19 -2.3386 -7.9063 -3.4062
H20 -10.7460 -7.7815 -6.3321
H21 -6.1149 -11.4913 -0.0840
H22 -4.5248 -8.4587 -0.7331
H23 -6.7238 -8.8971 5.0930
H24 -11.7310 -8.7537 -0.8443
H25 -13.1099 -7.9967 0.8607
H26 -7.7807 -10.3614 -1.7954
H27 -11.4306 -9.7419 -3.1865
H28 -10.2056 -5.9463 0.3935
H29 -2.9068 -8.5563 -0.0194
H30 -3.8939 -12.5588 -0.3920
H31 -13.5831 -9.8468 -6.1088
H32 -5.9444 -8.1851 -5.5600
H33 -4.5264 -6.9054 -3.4461
H34 -4.5132 -8.3377 1.7380
H35 -5.0527 -6.9386 2.6856
H36 -0.7720 -8.9524 -1.6791
H37 -10.7821 -8.4617 1.5182
H38 -7.2719 -5.7053 -5.3916
H39 -12.2441 -8.2390 -3.4397
H40 -3.9227 -8.1113 3.3875
H41 -6.8378 -12.7126 -1.1908
H42 -8.1258 -9.0189 2.8313
H43 -11.3008 -10.1167 -5.6669
H44 -9.8575 -6.3156 -2.1331
H45 -7.5344 -7.4312 2.5283
H46 -6.6544 -9.5551 -2.9408
H47 -12.5197 -7.1216 2.2007
H48 -7.4186 -6.9719 -0.3639
H49 -6.2234 -5.0056 -6.6404
H50 -7.1715 -7.0604 -3.3468
H51 -6.0694 -7.4482 -1.3858
H52 -6.8723 -8.5956 -0.2139
H53 -12.3621 -7.2095 -5.8638
H54 -6.2910 -4.3179 -5.0150
H55 -5.5943 -11.5615 -1.7682
H56 -4.2384 -5.6096 -5.3163

The structure (SMILES) is CC(C)O.CC(C)O.CC(C)O.CC(C)O.CC(C)O.CC(C)O.CCO.O. The calculation puts the energy at -1397.448376 Eh. The value obtained for the energy above the lowest of the compared OMol25 structures with the same formula, charge and spin is 0.707 eV. The molecular weight comes out at 424.7 Da. As for the HOMO energy: -9.7 eV. Its LUMO energy is 0.4 eV.